# 1
Computed, not measured: a single C11H20O2 molecule at a distorted geometry, with the ωB97M-V functional and the def2-TZVPD basis.

Geometry as XYZ:
```
33
Properties=species:S:1:pos:R:3:forces:R:3
C -3.0770 -1.0409 1.6977 1.08 0.87 -2.23
C -2.5350 -1.1484 0.4351 -2.14 -0.26 2.30
C -2.6071 -2.4962 -0.3289 -0.90 1.58 0.46
C -1.6811 -3.4922 0.2812 0.35 -1.32 0.02
C -1.9630 0.0743 -0.2025 0.81 0.02 0.22
C -0.4236 0.0331 -0.1198 0.81 0.10 -0.47
C 0.2305 1.3880 -0.3945 0.23 -0.77 -0.61
C 1.7934 1.4584 -0.3531 -1.70 -1.57 0.72
C 2.1239 1.3632 1.1262 1.50 1.34 0.30
C 2.5233 0.3857 -1.1721 -0.25 0.57 -0.25
O 1.9813 2.7630 -0.9058 2.27 2.11 0.30
C 3.2157 3.3786 -0.8229 1.45 -1.68 -0.50
O 4.2829 2.8616 -0.5368 -1.72 -0.04 0.25
H -3.0901 -0.0782 2.2318 0.16 -0.44 -0.38
H -3.5732 -1.8329 2.2036 -0.19 -0.78 0.22
H -3.6426 -2.8778 -0.2605 0.35 0.26 -0.09
H -2.4028 -2.3248 -1.4003 0.09 -0.14 0.41
H -1.7439 -4.4170 -0.3038 0.08 -0.10 0.29
H -0.6657 -3.1554 0.2035 0.68 0.21 0.03
H -1.8627 -3.7263 1.3474 -0.19 0.26 -0.59
H -2.3111 0.9956 0.2943 -0.02 -0.41 -0.08
H -2.2882 0.1086 -1.2382 0.05 0.18 -0.28
H -0.1098 -0.3199 0.8769 -0.24 -0.01 -0.34
H -0.0026 -0.6484 -0.8745 -0.33 -0.25 0.32
H -0.1414 2.0729 0.3347 -0.12 0.72 0.62
H -0.1156 1.7802 -1.3406 -0.05 -0.03 -0.54
H 1.8494 0.4271 1.6053 -0.02 -0.14 -0.34
H 3.2099 1.5446 1.2499 -0.51 -0.32 0.20
H 1.6060 2.1756 1.6527 0.09 -0.18 -0.01
H 2.2558 -0.6153 -0.8559 -0.41 -0.13 0.09
H 3.6065 0.4329 -1.0123 -0.24 0.36 -0.36
H 2.2230 0.5306 -2.2259 0.49 -0.26 0.32
H 3.3349 4.3998 -1.1920 -1.45 0.24 -0.02
```
Forces are in eV/Å.

Computed properties:
strongest force on any atom = 0.0614 Eh/bohr
SMILES = C=C(CC)CCCC(C)(C)OC=O
net charge = 0
HOMO = -9.06 eV
orbital gap = 9.91 eV

=====

# 2
Computed, not measured: a molecular structure, C11H21AlCl2NO at a distorted geometry, with the ωB97M-V functional and the def2-TZVPD basis.

Geometry as XYZ:
```
37
Properties=species:S:1:pos:R:3:forces:R:3
Al -0.6990 0.8362 -0.1660 0.03 -1.11 -0.89
Cl -0.1874 2.9246 -0.2868 0.33 0.93 0.73
Cl -2.7984 0.3419 0.1200 -1.66 -0.27 1.50
C -0.9572 0.6058 -2.0629 1.30 0.23 0.66
H -1.6561 -0.0585 -2.5208 -0.52 -0.70 0.06
H -0.9506 1.5039 -2.6691 0.37 0.23 -0.04
C 1.0839 -0.5341 -0.6702 -2.32 -1.23 3.53
C 0.4500 -0.0729 -1.9142 1.40 0.88 -3.23
H 1.2672 0.0197 0.2479 0.40 1.09 -0.70
C 1.5837 0.8418 -2.4657 -0.69 0.11 -0.90
H 0.2813 -1.0065 -2.5100 0.94 0.43 0.09
C 2.7814 -0.0027 -2.8875 0.01 -0.04 0.28
H 1.1945 1.4714 -3.2862 0.48 -0.12 -0.20
H 1.8665 1.5305 -1.6427 -0.18 -0.34 -0.54
C 3.2971 -0.9533 -1.7590 0.25 0.35 -0.31
H 2.5233 -0.5939 -3.7770 -0.07 0.08 0.10
H 3.5573 0.7076 -3.1865 0.37 -0.30 -0.09
C 2.1669 -1.5210 -0.8492 -0.19 -0.11 -1.48
H 3.8606 -1.7747 -2.2291 0.08 0.09 0.08
H 4.0265 -0.3654 -1.1630 -0.41 -0.32 0.02
H 1.6392 -2.3456 -1.3645 0.78 -0.38 -0.12
H 2.6209 -1.9016 0.0654 -0.11 -0.04 0.25
C -2.2653 -0.3097 4.3520 -0.27 0.23 0.14
N -1.5280 0.3782 3.2954 -0.28 -0.04 0.30
C -1.7113 1.8459 3.1356 0.15 -0.09 -0.10
C -0.8179 -0.2676 2.3808 0.72 2.49 -1.73
C -0.8618 -1.7332 2.1400 -0.01 -0.07 0.43
O -0.1458 0.5150 1.5939 -1.36 -1.08 1.84
H -2.7496 0.4783 4.9744 0.33 -0.82 -0.40
H -1.5555 -0.8821 4.9750 -0.46 0.14 -0.16
H -3.0445 -0.9781 3.9340 0.39 0.34 0.28
H -0.7416 2.3558 3.0148 -0.46 -0.32 -0.02
H -2.3520 2.0642 2.2562 0.48 -0.27 0.39
H -2.2105 2.2046 4.0351 0.07 0.02 -0.03
H -1.7175 -1.9195 1.4589 0.51 0.18 0.22
H 0.0737 -2.0600 1.6749 -0.34 0.18 -0.08
H -1.0375 -2.2432 3.0809 -0.05 -0.34 0.13
```
Forces are in eV/Å.

Computed properties:
strongest force on any atom = 0.0855 Eh/bohr
net charge = -1
HOMO = -1.36 eV
orbital gap = 4.02 eV

=====

# 3
Computed, not measured: a molecular structure, C11H21AlCl4O4P2 at a distorted geometry, with the ωB97M-V functional and the def2-TZVPD basis.

Geometry as XYZ:
```
43
Properties=species:S:1:pos:R:3:forces:R:3
C -2.3254 -4.7138 -2.0876 -0.33 -0.10 0.06
C -1.8716 -3.5559 -1.2667 -1.59 0.84 1.40
H -3.4132 -4.8363 -1.9612 0.50 0.01 -0.01
H -1.7957 -5.6211 -1.7380 -0.20 0.41 -0.32
H -2.0826 -4.5124 -3.1403 0.00 -0.27 0.31
O -2.4884 -2.9142 -0.4480 1.38 -0.99 -1.52
Cl -0.1565 -3.1345 -1.6166 0.32 0.36 0.01
Al 0.3406 0.4075 0.1315 1.33 1.74 0.82
P 0.2413 -0.9879 2.0135 1.27 -1.90 2.31
C -0.4861 -0.3970 3.5806 -0.81 0.66 -0.34
C -0.2087 -2.7467 1.9335 -0.32 -0.09 -0.86
H 0.0854 -3.3097 2.8301 -0.04 0.51 -0.11
H 2.0919 -1.7295 3.4278 -0.18 0.31 -0.38
H 0.3000 -3.1764 1.0623 -0.07 -0.02 0.23
H 2.6423 -1.3064 1.7619 0.01 0.09 0.38
H -1.5813 -0.4162 3.5333 0.18 0.07 0.13
H -1.2869 -2.8421 1.7489 0.25 -0.02 0.14
C 1.9863 -1.0137 2.5940 0.25 0.15 -0.62
H -0.1516 -1.0295 4.4168 0.02 -0.01 -0.52
H 2.2584 -0.0012 2.9362 0.02 -0.40 -0.13
H -0.1465 0.6260 3.7781 -0.12 -0.13 0.01
P -0.5982 1.3594 -1.7915 -0.14 1.71 -2.77
C -1.6150 2.8717 -1.5856 -0.54 -0.28 0.84
C 0.7704 2.2010 -2.6891 0.67 -0.54 0.36
H -0.8243 -0.5183 -3.2822 -0.12 0.16 -0.03
H -1.4502 0.9564 -4.0591 0.09 0.10 0.47
H -2.4170 0.1020 -2.8144 0.21 0.08 -0.06
C -1.4034 0.3987 -3.1133 -0.14 -0.82 0.33
H 1.6152 1.5073 -2.8023 -0.09 0.35 -0.12
H 0.4165 2.5225 -3.6824 0.01 -0.18 0.46
H -1.6966 3.4138 -2.5395 0.16 -0.47 0.14
H -1.1306 3.5399 -0.8661 -0.06 -0.08 -0.06
H 1.0935 3.0801 -2.1096 -0.03 -0.32 -0.19
H -2.6215 2.6251 -1.2290 0.14 0.15 -0.05
C -0.9859 1.7221 1.2562 -3.38 2.26 2.09
O -1.7350 2.3951 1.8197 2.89 -2.35 -2.01
Cl 3.3725 4.5431 -0.0273 0.00 -0.79 0.45
C 3.4896 3.0456 0.9531 -0.67 -0.81 -0.20
Cl 4.8740 2.0424 0.4340 -0.56 0.63 0.34
Cl 3.5515 3.4219 2.7000 0.07 -0.19 -0.75
C 2.1283 2.2154 0.7316 -0.28 0.79 -0.31
O 1.0349 2.7259 1.0523 1.41 -0.61 -0.35
O 2.1800 1.0397 0.1543 -1.50 -0.01 0.43
```
Forces are in eV/Å.

Computed properties:
strongest force on any atom = 0.0889 Eh/bohr
net charge = +2
HOMO = -16.19 eV
orbital gap = 8.60 eV

=====

# 4
Computed, not measured: a molecular structure, C11H21AuCl3N3O6PTe, with the ωB97M-V functional and the def2-TZVPD basis.

Geometry as XYZ:
```
47
Properties=species:S:1:pos:R:3:forces:R:3
Au 0.2282 1.1134 1.2318 0.13 -0.14 -0.34
Cl -2.4746 0.0290 2.2527 0.05 -0.02 0.02
C -1.5581 -1.0525 3.3394 -0.03 0.00 -0.05
Cl -1.2697 -0.2010 4.8845 0.01 0.03 0.02
Cl -2.5116 -2.4834 3.6288 0.02 0.00 0.02
C -0.1340 -1.4314 2.7934 -0.20 0.13 -0.03
O 0.2405 -2.5546 2.9023 0.09 -0.13 0.00
O 0.6490 -0.4451 2.3899 0.04 0.18 -0.07
N -0.0766 2.6779 -0.0238 -0.14 0.08 0.22
C 0.4537 2.9487 -1.0345 0.28 -0.23 0.37
N 1.0309 3.2375 -2.1305 -0.33 0.14 -0.32
C 0.5865 2.5732 -3.3880 -0.05 -0.02 -0.07
C 1.8118 2.3540 -4.2519 0.07 0.02 0.03
O 2.5060 3.5731 -4.4538 -0.03 0.01 0.00
C 3.0194 4.0758 -3.2422 0.00 -0.04 -0.02
C 1.8922 4.4325 -2.2855 0.16 -0.04 0.03
H -0.1284 3.2307 -3.8851 0.02 0.03 0.02
H 0.1131 1.6236 -3.1351 0.04 0.02 0.01
H 1.5063 1.9891 -5.2298 0.00 -0.01 0.00
H 2.4694 1.6101 -3.7868 -0.02 -0.01 -0.01
H 3.5940 4.9695 -3.4777 0.00 0.01 0.01
H 3.6850 3.3387 -2.7756 0.00 0.01 0.01
H 1.2833 5.2414 -2.6915 -0.02 -0.02 -0.02
H 2.2781 4.7203 -1.3089 -0.02 0.00 0.01
N 0.0322 2.2667 2.9875 -0.04 -0.12 -0.22
H 0.0883 1.6220 3.7767 -0.01 -0.01 0.02
H -0.8716 2.7327 3.0245 0.00 -0.01 -0.01
H 0.7623 2.9683 3.0780 0.00 -0.01 -0.02
C -2.0791 -3.6449 -1.2889 0.00 -0.03 -0.01
C -1.7294 -2.9133 -0.0179 -0.01 0.01 -0.03
O -1.1651 -1.5907 -0.2826 -0.10 0.05 0.20
P 0.2740 -1.3434 -0.8649 0.09 -0.25 -0.87
O 0.5773 0.1520 -0.4866 0.00 0.50 0.69
Te 0.6237 -1.3691 -3.1768 -0.04 -0.10 0.25
O 1.1240 -2.3591 -0.0283 0.03 -0.01 0.18
C 2.5356 -2.6311 -0.2223 0.01 -0.01 -0.03
C 3.3764 -1.6438 0.5507 -0.01 0.00 -0.01
H -2.5696 -4.5838 -1.0292 -0.01 0.01 0.00
H -1.1915 -3.8791 -1.8758 0.01 0.01 0.00
H -2.7578 -3.0568 -1.9053 0.00 0.01 0.00
H -1.0187 -3.4633 0.5970 0.01 -0.01 0.00
H -2.6151 -2.6980 0.5764 0.00 0.00 -0.01
H 2.7476 -2.6066 -1.2923 -0.01 0.00 -0.01
H 2.6681 -3.6468 0.1412 0.01 0.00 0.02
H 3.2613 -0.6359 0.1476 0.00 -0.01 0.00
H 4.4272 -1.9233 0.4713 0.00 0.00 0.00
H 3.0911 -1.6431 1.6020 0.01 0.00 0.00
```
Forces are in eV/Å.

Computed properties:
strongest force on any atom = 0.0176 Eh/bohr
net charge = +1
HOMO (spin up / spin down) = -10.24 / -10.25 eV
orbital gap (spin up / spin down) = 4.78 / 4.78 eV

=====

# 5
Computed, not measured: 2 unconnected molecules or ions with the total composition C11H21BBr2FNO6 at a distorted geometry, with the ωB97M-V functional and the def2-TZVPD basis.

Geometry as XYZ:
```
43
Properties=species:S:1:pos:R:3:forces:R:3
C 1.9215 -3.8106 0.4141 0.53 -0.39 -0.12
C 1.5972 -3.4277 -0.9983 -0.53 -0.24 -0.45
O 0.5050 -3.5269 -1.4970 0.31 0.25 0.25
O 2.6720 -2.9599 -1.7020 -0.01 0.39 0.73
C 2.4486 -1.7262 -2.3980 0.11 0.02 -0.60
C 2.9810 -0.5073 -1.6269 -0.13 0.27 -0.04
C 1.9073 0.5591 -1.3137 0.16 0.12 0.12
C 1.6388 0.6940 0.1907 -0.22 -0.57 -0.06
C 0.3018 1.3473 0.5206 0.92 0.36 -0.32
O -0.7938 0.8225 -0.2605 -0.42 -0.12 0.52
C -1.2504 -0.3666 0.1556 0.18 -0.38 -0.14
O -0.6077 -1.2492 0.6494 -0.23 0.53 0.28
N -2.6646 -0.4427 -0.1347 0.41 -0.20 -0.05
F -3.1432 -1.4602 0.7223 -0.13 0.01 -0.13
C -2.8358 -0.9957 -1.4974 -0.18 0.13 -0.15
B -4.3415 -0.7962 -2.0014 -0.01 0.08 0.06
O -5.1520 -1.8574 -2.2808 -0.11 0.22 0.54
O -4.8547 0.4704 -2.1673 -0.05 -0.47 -0.68
H 1.6685 -2.9763 1.0722 -0.16 -0.06 -0.07
H 2.9897 -4.0099 0.5155 -0.08 0.06 -0.01
H 1.3655 -4.7049 0.6925 -0.13 0.22 0.07
H 1.3843 -1.6352 -2.6279 0.05 -0.02 0.10
H 2.9731 -1.8092 -3.3517 -0.04 -0.14 0.08
H 3.4434 -0.8371 -0.6926 0.01 -0.11 -0.12
H 3.7746 -0.0465 -2.2187 0.03 -0.08 0.07
H 2.2176 1.5368 -1.6957 -0.04 -0.08 -0.06
H 0.9884 0.3002 -1.8444 -0.03 0.05 0.10
H 2.4441 1.2684 0.6575 -0.11 0.04 0.06
H 1.6523 -0.3033 0.6398 0.03 0.10 -0.01
H 0.3646 2.4052 0.2659 -0.33 -0.11 -0.15
H 0.0811 1.2855 1.5887 -0.13 -0.19 -0.11
H -2.4888 -2.0359 -1.5039 0.11 0.09 0.00
H -2.1641 -0.4144 -2.1421 -0.04 -0.04 0.03
H -4.8816 -2.6575 -1.8176 0.09 -0.05 -0.26
H -4.2775 1.0460 -2.6777 0.07 0.21 0.44
Br 1.3027 4.1967 2.1780 0.08 0.14 0.09
C -0.3835 4.4314 3.1174 0.06 0.04 -0.09
C -0.2776 4.0188 4.5606 -0.07 -0.14 0.04
Br -0.2244 2.0845 4.7498 0.04 0.03 0.00
H -1.1239 3.8490 2.5772 -0.03 0.00 0.02
H -0.6222 5.4890 3.0357 0.02 0.01 0.03
H -1.1548 4.3479 5.1126 -0.02 0.00 -0.02
H 0.6190 4.4042 5.0344 0.00 0.03 0.00
```
Forces are in eV/Å.

Computed properties:
strongest force on any atom = 0.0201 Eh/bohr
SMILES = CC(=O)OCCCCCOC(=O)N(F)CB(O)O.BrCCBr
net charge = 0
HOMO = -10.01 eV
orbital gap = 10.46 eV

=====

# 6
Computed, not measured: a molecular structure, C11H21BrO6S at a distorted geometry, with the ωB97M-V functional and the def2-TZVPD basis.

Geometry as XYZ:
```
40
Properties=species:S:1:pos:R:3:forces:R:3
C 0.6696 -1.6564 2.6981 -0.13 -0.38 0.49
C 1.1103 -2.7215 1.6414 -0.32 -0.04 0.91
O 1.1094 -2.2464 0.2845 1.74 -0.66 0.23
C 2.2950 -1.6165 -0.0507 -2.17 1.82 -1.12
O 3.1070 -2.2199 -1.0893 0.40 1.95 0.03
S 4.0315 -0.8749 -1.5475 6.85 -1.86 -1.13
O 5.2860 -1.0645 -0.7634 -3.69 1.32 -0.20
O 4.4578 -0.8041 -2.9613 -3.12 0.16 2.58
O 3.0602 0.3985 -0.9988 0.47 -1.55 -0.72
C 1.8048 -0.2781 -0.7966 -0.16 -1.88 1.98
Br 1.1828 -0.7801 -2.6167 -0.55 0.53 0.26
O 0.8876 0.2770 0.0576 0.92 0.85 -2.31
C 0.4587 1.5956 -0.3984 0.15 1.28 1.07
C -0.9331 1.9921 0.1837 0.45 1.26 -0.68
C -0.8722 3.5546 0.4506 -0.69 -0.85 0.35
C -2.1521 1.7511 -0.7699 0.52 -0.68 0.09
C -2.7633 0.3108 -0.7411 -0.62 -0.31 0.00
C -2.0765 -0.7177 -1.6999 -0.95 -0.41 0.01
C -2.8447 -0.3391 0.6793 0.71 0.62 -0.32
H 0.0621 -2.1920 3.4670 0.43 0.40 -0.50
H 1.5159 -1.2001 3.2541 -0.40 -0.18 -0.58
H 0.0269 -0.8519 2.2959 0.43 -0.52 -0.05
H 0.3854 -3.5589 1.6953 0.57 0.44 -0.33
H 2.1266 -3.0905 1.8894 -0.63 -0.03 -0.10
H 2.9637 -1.3016 0.7843 -0.65 -0.48 -0.22
H 1.1989 2.3077 0.0461 -0.44 -0.51 -0.39
H 0.5441 1.7136 -1.4979 -0.32 -0.41 0.54
H -1.0253 1.5264 1.1849 -0.16 0.03 -0.64
H -0.6787 4.1360 -0.4719 0.18 -0.34 0.50
H -0.1417 3.7586 1.2606 -0.33 0.16 -0.66
H -1.8900 3.8466 0.8002 0.80 -0.01 -0.09
H -2.9107 2.5375 -0.5523 0.31 -0.77 -0.01
H -1.8188 1.9333 -1.8217 -0.18 0.04 0.73
H -3.8181 0.4114 -1.0985 0.73 0.07 0.17
H -1.3816 -1.4036 -1.1626 -0.15 0.77 -0.46
H -2.8882 -1.3840 -2.0858 0.60 0.37 0.23
H -1.6149 -0.2616 -2.5979 -0.12 -0.20 0.71
H -3.3621 -1.3177 0.6265 0.16 0.64 0.13
H -1.7929 -0.5223 1.0090 -0.81 -0.02 -0.06
H -3.3193 0.3525 1.4137 0.15 -0.64 -0.44
```
Forces are in eV/Å.

Computed properties:
strongest force on any atom = 0.1397 Eh/bohr
net charge = 0
HOMO = -10.45 eV
orbital gap = 10.86 eV